Record 1
ORCA calculation (the ωB97M-V functional and the def2-TZVPD basis) on a molecular structure, C13H10Co2NO7 at a distorted geometry.

The calculation puts the largest force on an atom at 4.16 eV Å⁻¹. The energy relative to the best compared isomer or geometry (same formula, charge and spin) comes out at 0.00 kJ/mol. The value obtained for the gap between HOMO and LUMO is 0.2261 Ha. The calculation puts the total energy at -3848.264073 hartree.

The geometry in ORCA input format:
```
! wB97M-V def2-TZVPD RIJCOSX def2/J DEFGRID3
* xyz -1 1
C -2.73081 0.78274 0.64515
C -1.26881 0.82974 0.64045
N -0.52525 -0.23442 0.69174
C 0.91717 0.21462 0.63986
C 0.82860 1.69772 0.59324
O -0.63812 2.00869 0.58188
H -3.04097 -0.26333 0.64840
H -3.11782 1.27061 1.53816
H -3.12632 1.27109 -0.24317
H 1.39410 -0.18359 1.54111
H 1.34673 -0.24067 -0.25893
H 1.26870 2.17358 1.47412
H 1.27385 2.11986 -0.31201
O 4.32905 -5.06236 1.48218
C 3.46097 -5.43944 0.82442
Co 2.03849 -6.01695 -0.16576
C 2.13364 -5.34958 -1.82972
O 2.15330 -4.92800 -2.90526
C 1.97921 -7.76741 -0.44772
O 1.89324 -8.90677 -0.63225
C 0.39564 -5.90987 0.88845
C 0.57077 -4.52998 0.50736
C 0.73143 -3.45736 1.23926
Co -1.24086 -5.49090 -0.11555
C -1.42427 -4.49751 -1.60494
O -1.50178 -3.87069 -2.57356
C -2.35899 -4.88257 1.18665
O -3.01766 -4.48624 2.04688
C -1.53713 -7.16414 -0.62459
O -1.67939 -8.25817 -0.96859
H 0.31203 -5.99801 2.00827
H 0.21765 -2.52125 1.07294
H 1.39184 -3.55117 2.11253
*
```

---

Record 2
ORCA calculation (the ωB97M-V functional and the def2-TZVPD basis) on a molecular structure, C13H10KNO4Te at a distorted geometry.

The calculation puts the largest force on an atom at 1.09 eV Å⁻¹. The value obtained for the gap between HOMO and LUMO is 0.1674 Ha. The calculation puts the total energy at -1725.100148 hartree.

The geometry in ORCA input format:
```
! wB97M-V def2-TZVPD RIJCOSX def2/J DEFGRID3
* xyz 0 1
K -2.26656 -0.17236 -0.48928
O 0.57410 3.20455 0.76939
C -0.42992 2.34434 0.60228
O -0.80964 1.92598 -0.45750
C -1.04686 1.91393 1.92008
C -0.68038 2.47715 3.13646
C -1.38306 2.08957 4.26383
C -2.40803 1.16257 4.13877
C -2.68179 0.63144 2.88199
N -2.01303 1.01159 1.80070
C -3.75538 -0.40427 2.60468
O -4.42721 -0.88912 3.65182
O -4.00396 -0.79171 1.49537
H 1.01807 3.29586 -0.09080
H 0.12481 3.19380 3.18983
H -1.13873 2.51082 5.22915
H -2.97500 0.88733 5.01898
H -4.11914 -0.51682 4.48767
Te 1.09771 -0.48398 -1.03834
C 2.06289 -1.42744 -2.66217
C 2.36016 -2.78956 -2.65987
C 3.02738 -3.38277 -3.72169
C 3.41497 -2.62715 -4.81898
C 3.11916 -1.27132 -4.83881
C 2.45282 -0.68090 -3.77492
H 2.06172 -3.39500 -1.81256
H 3.24605 -4.44368 -3.68667
H 3.94298 -3.08665 -5.64491
H 3.40758 -0.66438 -5.68904
H 2.22827 0.37819 -3.80545
*
```

---

Record 3
ORCA calculation (the ωB97M-V functional and the def2-TZVPD basis) on a single C13H10N4O3S2 molecule at a distorted geometry.

The calculation puts the largest force on an atom at 4.97 eV Å⁻¹. The energy relative to the best compared isomer or geometry (same formula, charge and spin) comes out at 177.68 kJ/mol. The structure (SMILES) is O=C(Nc1cnn(S(=O)(=O)c2ccsc2)c1)c1ccccn1. The value obtained for the gap between HOMO and LUMO is 0.3156 Ha. The calculation puts the total energy at -1742.369270 hartree.

The geometry in ORCA input format:
```
! wB97M-V def2-TZVPD RIJCOSX def2/J DEFGRID3
* xyz 0 1
O -0.67082 0.25308 1.36631
O 3.24767 4.36826 -0.74552
O 2.87885 3.81343 -3.12374
N 2.85810 0.67991 -2.08657
N 0.54946 -3.20396 2.13161
S -1.27402 5.91728 -1.50749
C 0.02812 -0.78151 1.39138
C 2.47188 -0.38805 -1.43335
C -1.59372 4.24587 -1.33022
C 0.48479 5.49236 -1.69702
C -0.49103 3.43794 -1.34577
C 1.72081 -0.03803 -0.23269
C 1.78099 1.33590 -0.08914
C 0.77506 4.14048 -1.58745
C 0.17233 -4.17894 3.05371
C -0.06483 -1.97801 2.41069
C -0.56636 -3.98146 4.15795
C -0.82112 -1.75850 3.51297
C -1.25951 -2.74347 4.42621
N 1.17864 -0.89043 0.69772
N 2.37538 1.79409 -1.30628
S 2.45820 3.59558 -1.68481
H 2.71496 -1.34145 -1.86688
H -2.59307 3.90562 -1.17630
H 1.30598 6.18194 -1.87105
H -0.69010 2.34311 -1.33814
H 1.26678 1.84143 0.79772
H 0.50767 -5.14802 2.86399
H -0.53418 -4.85492 4.79968
H -1.24591 -0.79616 3.62640
H -1.71600 -2.51723 5.40145
H 1.67866 -1.81245 0.71832
*
```